(1)
{
  "formula": "C53H49BrMnN4O5",
  "method": "ωB97M-V/def2-TZVPD",
  "elements": ["Mn", "O", "C", "C", "C", "C", "C", "C", "C", "C", "C", "O", "C", "C", "C", "C", "C", "C", "C", "C", "C", "C", "C", "C", "N", "C", "C", "C", "C", "C", "C", "C", "C", "C", "C", "C", "C", "H", "H", "H", "H", "H", "H", "H", "H", "H", "H", "H", "H", "H", "H", "H", "H", "H", "H", "H", "H", "H", "H", "H", "H", "H", "H", "H", "C", "O", "C", "C", "C", "Br", "C", "C", "C", "O", "C", "N", "C", "C", "C", "C", "C", "C", "N", "H", "H", "H", "H", "H", "H", "H", "H", "H", "H", "H", "O", "C", "C", "C", "C", "C", "C", "N", "H", "H", "H", "H", "H", "H", "H", "H", "H", "H", "H"],
  "positions_angstrom": [[0.7166, 0.8773, 0.5879], [0.4032, 1.8676, -0.7131], [-0.4066, 3.0380, -1.0307], [-0.1903, 3.9457, 0.1707], [-0.6521, 3.3677, 1.4759], [-1.4660, 4.1412, 2.2859], [-1.9055, 3.6580, 3.4991], [-1.4864, 2.4025, 3.8890], [-0.6479, 1.6692, 3.0723], [-0.1561, 0.3383, 3.5555], [-0.5825, -0.7717, 2.6007], [0.0850, -0.4865, 1.3540], [-0.0518, -2.1469, 2.9890], [0.7723, -2.3492, 4.0885], [1.2511, -3.6241, 4.3783], [0.9253, -4.6935, 3.5612], [0.1093, -4.4935, 2.4522], [-0.3781, -3.2289, 2.1722], [-2.0889, -0.7840, 2.3786], [-2.8765, -1.4360, 3.3233], [-4.2566, -1.4402, 3.2023], [-4.8652, -0.8006, 2.1319], [-4.0860, -0.1474, 1.1896], [-2.7012, -0.1372, 1.3129], [-0.2400, 2.1362, 1.8643], [0.2221, 3.6601, -2.2684], [-0.5660, 4.2114, -3.2692], [0.0327, 4.8275, -4.3609], [1.4124, 4.8854, -4.4639], [2.2030, 4.3398, -3.4604], [1.6076, 3.7358, -2.3662], [-1.8192, 2.5608, -1.2993], [-2.9323, 3.2471, -0.8400], [-4.2111, 2.8499, -1.2210], [-4.3812, 1.7648, -2.0627], [-3.2684, 1.0658, -2.5217], [-1.9965, 1.4641, -2.1443], [-0.6559, 4.9148, -0.0037], [0.8880, 4.1236, 0.2331], [-1.7481, 5.1271, 1.9461], [-2.5560, 4.2476, 4.1299], [-1.7980, 1.9770, 4.8311], [-0.5542, 0.1402, 4.5482], [0.9322, 0.3730, 3.6243], [1.0326, -1.5365, 4.7522], [1.8691, -3.7777, 5.2525], [1.2896, -5.6841, 3.7946], [-0.1618, -5.3280, 1.8203], [-1.0409, -3.0835, 1.3266], [-2.4122, -1.9502, 4.1556], [-4.8565, -1.9530, 3.9418], [-5.9418, -0.8156, 2.0334], [-4.5482, 0.3605, 0.3557], [-2.1242, 0.3917, 0.5594], [-1.6452, 4.1651, -3.2109], [-0.5862, 5.2583, -5.1351], [1.8722, 5.3597, -5.3190], [3.2810, 4.3956, -3.5301], [2.2244, 3.3356, -1.5748], [-2.8255, 4.1172, -0.2076], [-5.0704, 3.4041, -0.8692], [-5.3731, 1.4724, -2.3786], [-3.3959, 0.2307, -3.1985], [-1.1285, 0.9561, -2.5508], [4.1176, 0.9882, -1.4570], [2.8727, 0.3065, -1.2786], [2.3571, -0.3133, -2.3940], [2.9966, -0.4162, -3.6155], [2.3775, -1.1429, -4.6334], [3.2651, -1.3148, -6.2799], [1.1410, -1.7290, -4.4645], [0.4748, -1.5902, -3.2471], [1.1110, -0.9084, -2.2193], [0.5447, -0.8191, -0.9488], [-0.8728, -2.1787, -3.0893], [-1.3303, -3.1351, -3.8287], [-2.6245, -3.3746, -3.3603], [-3.5748, -4.2924, -3.8066], [-4.7979, -4.3025, -3.1710], [-5.0824, -3.4235, -2.1093], [-4.1500, -2.5124, -1.6535], [-2.9204, -2.5166, -2.3063], [-1.7690, -1.7608, -2.1052], [4.9114, 0.2819, -1.7082], [4.3417, 1.4754, -0.5099], [4.0295, 1.7307, -2.2489], [3.9644, 0.0246, -3.7906], [0.6572, -2.2770, -5.2614], [-0.0374, -1.5851, -0.8078], [-3.3511, -4.9618, -4.6246], [-5.5610, -4.9962, -3.4936], [-6.0536, -3.4682, -1.6359], [-4.3645, -1.8459, -0.8288], [-1.7856, -0.8570, -1.6566], [2.2493, 0.9647, 1.5975], [2.9550, -0.0575, 1.9297], [3.8812, 0.1001, 3.0934], [5.3819, -0.1548, 2.7846], [5.6595, -0.8120, 1.4326], [5.1224, -2.2359, 1.2947], [3.6654, -2.3771, 1.7342], [2.8439, -1.2198, 1.3525], [3.5294, -0.6158, 3.8429], [3.7211, 1.0970, 3.4996], [5.7907, -0.7724, 3.5852], [5.9070, 0.7981, 2.8288], [6.7344, -0.8171, 1.2542], [5.2290, -0.1880, 0.6394], [5.7099, -2.9212, 1.9073], [5.2326, -2.5637, 0.2603], [3.5857, -2.4914, 2.8144], [3.1927, -3.2523, 1.2941], [2.2275, -1.3028, 0.5497]],
  "atomic_forces_ev_per_a": [[-0.9, -0.3, 0.5], [-0.1, -0.1, -0.5], [0.3, -0.2, 0.2], [0.0, 0.1, 0.0], [0.0, 0.0, 0.0], [0.0, 0.0, 0.0], [0.0, 0.0, 0.0], [0.0, 0.0, 0.0], [0.2, 0.1, 0.1], [-0.1, 0.0, -0.1], [0.3, 0.0, 0.0], [-0.9, -0.1, -0.2], [0.1, 0.1, 0.0], [0.0, -0.1, 0.0], [0.0, 0.0, 0.0], [0.0, 0.0, 0.0], [0.0, 0.0, 0.0], [0.0, 0.0, 0.0], [0.0, 0.0, 0.0], [-0.1, 0.1, 0.0], [0.0, 0.0, 0.0], [0.0, 0.0, 0.0], [0.0, 0.0, 0.1], [0.0, 0.1, -0.1], [-0.1, 0.1, 0.0], [0.0, 0.0, 0.0], [0.0, 0.0, -0.1], [0.0, 0.0, 0.0], [0.0, 0.0, 0.0], [0.0, 0.0, 0.0], [0.0, 0.1, 0.0], [0.0, 0.0, 0.0], [-0.1, 0.0, 0.0], [0.0, 0.0, 0.0], [0.0, 0.0, 0.0], [0.0, 0.1, 0.0], [0.0, 0.1, 0.0], [0.0, 0.0, 0.1], [0.0, 0.1, 0.0], [0.0, 0.0, 0.0], [0.0, 0.0, 0.0], [0.0, 0.0, 0.0], [0.0, 0.1, 0.0], [0.0, -0.1, 0.1], [0.0, 0.0, 0.0], [0.0, 0.0, 0.0], [0.0, 0.0, 0.0], [0.0, 0.0, 0.0], [0.0, 0.0, 0.0], [0.0, 0.0, 0.0], [0.0, 0.0, 0.0], [0.0, 0.0, 0.0], [0.0, 0.0, 0.0], [0.0, 0.0, 0.0], [0.0, 0.0, 0.0], [0.0, 0.0, 0.0], [0.0, 0.0, 0.0], [0.0, 0.0, 0.0], [0.1, -0.1, 0.1], [0.0, 0.0, 0.0], [0.0, 0.0, 0.0], [0.0, 0.0, 0.0], [0.0, 0.0, 0.0], [0.0, 0.1, 0.0], [-0.1, -0.1, 0.0], [0.0, -0.1, -0.2], [0.1, 0.0, 0.2], [-0.2, -0.1, 0.0], [0.0, 0.0, 0.1], [0.0, 0.0, -0.1], [-0.1, 0.1, -0.1], [-0.1, 0.1, 0.1], [-0.2, -0.1, -0.1], [0.8, 0.0, -0.4], [0.2, 0.3, 0.1], [-0.2, -0.1, 0.1], [0.2, -0.1, -0.3], [0.0, 0.0, 0.0], [0.0, 0.1, 0.1], [0.0, -0.1, -0.1], [0.0, -0.1, -0.1], [0.0, 0.2, 0.2], [0.0, -0.4, 0.0], [0.0, 0.0, 0.0], [0.0, 0.0, -0.1], [0.0, 0.1, 0.0], [0.0, 0.0, 0.0], [0.0, 0.0, 0.0], [-0.1, 0.1, 0.2], [0.0, 0.0, 0.0], [0.0, 0.0, 0.0], [0.0, 0.0, 0.0], [0.0, 0.0, 0.0], [0.1, 0.0, -0.1], [0.2, 0.4, 0.0], [0.4, -0.2, 0.1], [0.0, 0.0, 0.0], [0.0, -0.1, 0.0], [-0.1, 0.1, -0.1], [0.0, 0.1, 0.0], [-0.1, -0.1, 0.0], [0.1, 0.0, -0.2], [0.0, 0.0, 0.0], [0.0, 0.0, 0.0], [0.0, 0.0, 0.0], [0.0, 0.0, 0.0], [0.0, 0.0, 0.0], [0.1, -0.1, 0.1], [0.0, 0.0, 0.0], [0.0, 0.0, 0.0], [0.0, 0.0, 0.0], [0.0, 0.0, 0.0], [0.1, 0.0, 0.1]],
  "lowdin_charge": [0.98, -0.16, -0.36, -0.03, -0.19, 0.01, 0.01, 0.03, -0.20, -0.04, -0.36, -0.18, -0.17, -0.03, -0.06, -0.06, -0.05, -0.02, -0.16, -0.01, -0.04, -0.05, -0.07, -0.02, 0.14, -0.15, 0.00, -0.04, -0.06, -0.06, -0.03, -0.18, -0.01, -0.05, -0.06, -0.05, -0.04, 0.15, 0.15, 0.13, 0.13, 0.13, 0.14, 0.12, 0.11, 0.12, 0.12, 0.12, 0.13, 0.13, 0.12, 0.12, 0.09, 0.09, 0.12, 0.12, 0.12, 0.11, 0.10, 0.11, 0.12, 0.12, 0.12, 0.12, -0.05, -0.13, -0.20, -0.04, -0.67, 0.82, -0.05, -0.06, -0.16, -0.04, -0.26, 0.20, -0.21, 0.00, -0.07, -0.07, -0.02, -0.20, 0.14, 0.11, 0.09, 0.10, 0.11, 0.12, 0.12, 0.12, 0.11, 0.11, 0.09, 0.10, -0.05, -0.40, -0.06, -0.14, -0.18, -0.14, -0.11, 0.16, 0.13, 0.13, 0.12, 0.12, 0.13, 0.08, 0.13, 0.12, 0.12, 0.14, 0.14],
  "charge": 2,
  "s_squared": 0.78,
  "spin_multiplicity": 2,
  "lumo_ev": [-7.67, -6.79]
}

(2)
{
  "formula": "C53H51CrN3O2SSbTe",
  "method": "ωB97M-V/def2-TZVPD",
  "elements": ["Cr", "C", "C", "C", "C", "C", "O", "C", "C", "C", "C", "C", "C", "C", "O", "C", "C", "C", "N", "C", "C", "Te", "C", "C", "C", "C", "C", "C", "C", "C", "C", "C", "C", "C", "H", "H", "H", "H", "H", "H", "H", "H", "H", "H", "H", "H", "H", "H", "H", "H", "H", "H", "H", "H", "H", "H", "H", "H", "C", "C", "C", "C", "C", "C", "C", "Sb", "C", "C", "C", "C", "C", "C", "C", "C", "C", "C", "C", "C", "C", "C", "H", "H", "H", "H", "H", "H", "H", "H", "H", "H", "H", "H", "H", "H", "H", "H", "H", "H", "H", "H", "H", "S", "C", "N", "C", "C", "N", "H", "H", "H", "H", "H", "H"],
  "positions_angstrom": [[1.4185, 0.3329, -0.7567], [-4.7275, 3.8602, -0.5083], [-3.4882, 3.0467, -0.8040], [-3.3636, 2.3125, -1.9839], [-2.2444, 1.5533, -2.2775], [-2.1180, 0.8670, -3.6088], [-1.0633, 0.8191, -4.2038], [-3.3487, 0.2730, -4.2273], [-4.3567, -0.3087, -3.4605], [-5.4507, -0.8985, -4.0778], [-5.5504, -0.8977, -5.4622], [-4.5461, -0.3230, -6.2318], [-3.4451, 0.2502, -5.6163], [-1.1783, 1.4975, -1.3408], [-0.1792, 0.6897, -1.5425], [-1.2548, 2.2872, -0.1605], [-2.4292, 3.0286, 0.0737], [-0.1350, 2.3957, 0.7709], [0.9753, 1.7344, 0.6522], [2.1261, 2.0774, 1.4950], [3.0349, 3.1073, 0.8135], [3.3761, 2.7641, -1.2947], [1.7826, 3.9850, -1.9649], [0.8493, 3.4691, -2.8560], [-0.1859, 4.2803, -3.3081], [-0.2933, 5.5921, -2.8691], [0.6502, 6.1079, -1.9875], [1.6958, 5.3097, -1.5434], [-0.2971, 3.3557, 1.9103], [-0.6347, 2.8802, 3.1735], [-0.7882, 3.7663, 4.2308], [-0.6011, 5.1281, 4.0317], [-0.2743, 5.6045, 2.7687], [-0.1283, 4.7216, 1.7069], [-5.4637, 3.7602, -1.3046], [-4.4867, 4.9200, -0.4019], [-5.1949, 3.5372, 0.4240], [-4.1639, 2.3608, -2.7155], [-4.2729, -0.3216, -2.3805], [-6.2259, -1.3579, -3.4775], [-6.4092, -1.3521, -5.9414], [-4.6201, -0.3284, -7.3121], [-2.6453, 0.6888, -6.2002], [-2.5061, 3.6139, 0.9831], [2.6677, 1.1459, 1.6629], [1.8234, 2.4574, 2.4683], [4.0155, 3.1286, 1.2897], [2.6026, 4.1042, 0.8830], [0.8996, 2.4395, -3.1894], [-0.9138, 3.8733, -4.0004], [-1.1039, 6.2180, -3.2222], [0.5829, 7.1380, -1.6572], [2.4470, 5.7255, -0.8816], [-0.7909, 1.8166, 3.3242], [-1.0577, 3.3907, 5.2105], [-0.7190, 5.8176, 4.8582], [-0.1411, 6.6672, 2.6063], [0.1040, 5.0862, 0.7111], [-0.8151, -4.4013, 3.4118], [-1.9267, -3.9015, 2.5222], [-3.2200, -4.3432, 2.8122], [-4.3205, -3.9579, 2.0643], [-4.1543, -3.0961, 0.9920], [-2.8832, -2.6324, 0.6946], [-1.7609, -3.0319, 1.4319], [-0.0166, -2.0323, 0.6447], [1.6110, -2.6842, 1.8988], [2.4797, -3.6943, 1.4941], [3.5670, -4.0547, 2.2791], [3.8047, -3.3841, 3.4716], [2.9505, -2.3644, 3.8731], [1.8434, -2.0063, 3.1027], [0.8926, -0.9404, 3.5962], [0.3758, -3.1679, -1.1396], [0.8234, -2.4083, -2.2247], [0.9333, -2.9300, -3.5013], [0.5798, -4.2543, -3.7088], [0.1584, -5.0326, -2.6416], [0.0484, -4.5151, -1.3504], [-0.4106, -5.4280, -0.2399], [-1.0559, -5.3935, 3.7956], [-0.6846, -3.7435, 4.2769], [0.1357, -4.4588, 2.8966], [-3.3569, -5.0203, 3.6485], [-5.3046, -4.3330, 2.3174], [-5.0042, -2.7831, 0.3980], [-2.7597, -1.9457, -0.1397], [2.3069, -4.2040, 0.5522], [4.2204, -4.8613, 1.9671], [4.6470, -3.6601, 4.0959], [3.1264, -1.8502, 4.8141], [1.2703, -0.4549, 4.4964], [-0.0853, -1.3735, 3.8334], [0.7243, -0.1717, 2.8347], [1.1028, -1.3620, -2.1074], [1.2699, -2.3071, -4.3207], [0.6346, -4.6808, -4.7029], [-0.1029, -6.0721, -2.8091], [-0.1650, -6.4639, -0.4765], [-1.4922, -5.3660, -0.0965], [0.0592, -5.1743, 0.7107], [3.4647, -0.8982, -0.5217], [4.8674, -0.7684, 0.3926], [5.9388, -1.5284, 0.1728], [7.0570, -1.2129, 1.0639], [6.3856, -0.2854, 2.0918], [5.1254, 0.0574, 1.4188], [6.0083, -2.1133, -0.6420], [7.8564, -0.7087, 0.5228], [7.4541, -2.1145, 1.5216], [6.9761, 0.6046, 2.2910], [6.1895, -0.7999, 3.0324], [4.3764, 0.5094, 1.9104]],
  "atomic_forces_ev_per_a": [[0.4, 0.2, 0.5], [0.1, -0.1, 0.0], [-0.2, 0.1, 0.0], [0.0, 0.0, -0.1], [0.2, -0.1, 0.1], [-0.2, 0.0, 0.1], [0.2, 0.1, 0.0], [0.0, 0.0, 0.1], [0.0, 0.0, 0.0], [0.0, 0.0, 0.0], [0.0, 0.0, 0.0], [0.0, 0.0, 0.0], [0.0, 0.0, 0.0], [0.0, -0.1, 0.2], [-0.8, 0.3, -0.9], [-0.1, -0.1, -0.1], [0.2, 0.0, 0.2], [-0.1, 0.0, 0.1], [0.0, 0.4, 0.3], [0.0, 0.1, -0.2], [-0.1, -0.3, -0.1], [-0.2, 0.2, 0.0], [0.1, 0.0, 0.1], [0.0, 0.0, 0.0], [0.0, 0.0, 0.0], [0.0, 0.0, 0.0], [0.0, 0.0, 0.0], [0.0, 0.0, 0.0], [-0.1, 0.1, 0.0], [0.0, 0.0, 0.0], [0.0, 0.0, 0.0], [0.0, 0.0, 0.0], [0.0, 0.0, 0.0], [0.0, 0.0, 0.0], [0.0, 0.0, 0.0], [0.0, 0.0, 0.0], [0.0, 0.0, 0.0], [0.0, -0.1, 0.0], [0.0, 0.0, 0.0], [0.0, 0.0, 0.0], [0.0, 0.0, 0.0], [0.0, 0.0, 0.0], [0.0, 0.0, 0.0], [0.0, 0.0, 0.0], [-0.1, 0.0, 0.0], [0.0, 0.0, 0.1], [0.0, 0.0, 0.0], [0.0, 0.0, 0.0], [0.0, 0.0, 0.0], [0.0, 0.0, 0.0], [0.0, 0.0, 0.0], [0.0, 0.0, 0.0], [0.0, 0.0, 0.0], [0.0, 0.0, 0.0], [0.0, 0.0, 0.0], [0.0, 0.0, 0.0], [0.0, 0.0, 0.0], [0.0, 0.0, 0.0], [-0.1, 0.1, 0.0], [-0.1, 0.0, -0.1], [0.0, 0.0, 0.0], [0.0, 0.0, 0.0], [0.0, 0.0, 0.0], [0.1, -0.1, 0.0], [-0.1, 0.2, 0.0], [0.3, -0.5, 0.2], [-0.1, 0.0, -0.1], [0.0, 0.1, 0.0], [0.0, 0.0, 0.0], [0.0, 0.0, 0.0], [-0.1, 0.1, 0.0], [0.0, 0.0, 0.1], [0.0, -0.1, -0.1], [-0.1, 0.1, 0.0], [0.0, -0.2, 0.1], [0.0, 0.0, 0.0], [0.0, 0.0, 0.0], [0.0, 0.0, 0.0], [0.1, 0.0, 0.0], [0.0, 0.0, -0.1], [0.0, 0.0, 0.0], [0.0, 0.0, 0.0], [0.1, 0.0, -0.1], [0.0, 0.0, 0.0], [0.0, 0.0, 0.0], [0.0, 0.0, 0.0], [0.0, 0.0, 0.0], [0.0, 0.0, 0.0], [0.0, 0.0, 0.0], [0.0, 0.0, 0.0], [0.0, 0.0, -0.1], [0.0, 0.0, 0.0], [0.0, 0.0, 0.0], [0.0, 0.0, 0.0], [-0.2, 0.0, -0.1], [0.0, 0.0, 0.0], [0.0, 0.0, 0.0], [0.0, 0.0, 0.0], [0.0, 0.0, 0.0], [0.0, 0.0, 0.0], [0.0, 0.0, 0.0], [0.4, -0.7, -0.2], [0.0, 0.2, 0.2], [0.2, -0.1, 0.0], [-0.1, 0.0, -0.1], [-0.1, 0.0, -0.1], [0.1, 0.1, 0.2], [0.0, 0.0, 0.0], [0.0, 0.0, -0.1], [0.0, 0.0, 0.0], [0.0, 0.0, 0.0], [-0.1, 0.0, 0.0], [0.0, 0.0, 0.0]],
  "lowdin_charge": [0.28, -0.04, -0.25, 0.03, -0.07, -0.29, 0.11, -0.16, -0.04, -0.07, -0.08, -0.07, -0.01, -0.27, -0.23, -0.05, 0.04, -0.16, -0.04, -0.30, -0.43, 1.36, -0.53, -0.14, -0.06, -0.07, -0.09, -0.16, -0.22, -0.03, -0.06, -0.07, -0.06, -0.03, 0.08, 0.08, 0.08, 0.13, 0.11, 0.10, 0.11, 0.11, 0.12, 0.13, 0.06, 0.12, 0.05, 0.04, 0.09, 0.11, 0.11, 0.11, 0.10, 0.12, 0.11, 0.11, 0.11, 0.11, -0.05, -0.29, -0.05, -0.07, -0.09, -0.16, -0.33, 1.59, -0.37, -0.14, -0.08, -0.09, -0.06, -0.32, -0.07, -0.31, -0.17, -0.07, -0.07, -0.04, -0.28, -0.04, 0.09, 0.09, 0.05, 0.11, 0.11, 0.10, 0.08, 0.10, 0.11, 0.10, 0.11, 0.08, 0.08, 0.03, 0.03, 0.11, 0.11, 0.12, 0.09, 0.09, 0.05, 0.71, -0.77, 0.04, -0.11, -0.11, 0.05, 0.15, 0.12, 0.12, 0.12, 0.12, 0.11],
  "charge": 1,
  "s_squared": 6.02,
  "e_above_lowest_ev": 0.1303,
  "spin_multiplicity": 5,
  "lumo_ev": [-2.17, -2.38]
}

In order of appearance, electronic energy = -6368.83395, -4315.75530 Ha.